Entry 1:
{"formula": "C28H29BIrN10", "method": "ωB97M-V/def2-TZVPD", "total_charge": 3, "spin_multiplicity": 1, "symbols": ["Ir", "C", "C", "C", "C", "N", "N", "B", "N", "C", "C", "C", "C", "N", "N", "C", "C", "C", "C", "N", "N", "C", "C", "C", "C", "N", "H", "H", "H", "H", "H", "H", "H", "H", "H", "H", "H", "H", "H", "H", "H", "H", "H", "H", "H", "H", "C", "C", "C", "C", "C", "C", "N", "N", "C", "C", "C", "C", "C", "C", "H", "H", "H", "H", "H", "H", "H", "H", "H"], "positions_angstrom": [[-0.0312, 0.5808, -0.2466], [-1.6607, 1.5112, -3.2215], [-0.6031, 2.3750, -2.6255], [-0.1250, 3.5943, -3.0693], [0.8746, 3.9667, -2.1784], [0.9958, 3.0261, -1.2448], [0.1067, 2.0430, -1.5183], [2.0811, 2.8848, -0.0945], [1.1992, 2.6841, 1.2110], [1.2586, 3.3190, 2.3792], [0.4095, 2.6866, 3.2813], [-0.1675, 1.6347, 2.5940], [-1.1334, 0.6058, 3.0708], [0.3443, 1.6438, 1.3395], [2.7875, 1.5212, -0.3436], [4.0627, 1.1392, -0.4676], [4.1056, -0.2362, -0.6604], [2.7886, -0.6558, -0.6427], [2.2103, -2.0175, -0.8229], [1.9969, 0.4238, -0.4452], [2.8963, 4.0981, 0.0034], [4.2078, 4.4487, -0.0924], [4.3014, 5.7931, 0.0914], [2.9694, 6.2416, 0.3043], [2.5243, 7.6479, 0.5557], [2.1299, 5.2390, 0.2522], [-1.5733, 1.5262, -4.3067], [-2.6577, 1.8734, -2.9666], [-1.5709, 0.4694, -2.9071], [-0.4453, 4.1362, -3.9423], [1.5113, 4.8348, -2.1462], [1.9024, 4.1758, 2.4871], [0.2481, 2.9515, 4.3117], [-1.1425, 0.5977, 4.1586], [-0.8497, -0.3963, 2.7398], [-2.1504, 0.8162, 2.7346], [4.8698, 1.8442, -0.4135], [4.9851, -0.8409, -0.7973], [2.9912, -2.7700, -0.7432], [1.7538, -2.1187, -1.8098], [1.4588, -2.2376, -0.0586], [5.0007, 3.7515, -0.2879], [5.1989, 6.3858, 0.0763], [3.3834, 8.3144, 0.5797], [2.0076, 7.7310, 1.5102], [1.8532, 7.9935, -0.2287], [-2.3287, -6.4665, 0.4050], [-2.8221, -6.2002, -0.8785], [-2.8885, -4.9019, -1.2979], [-2.4333, -3.8471, -0.4274], [-1.9296, -4.1485, 0.8881], [-1.8875, -5.4449, 1.2860], [-2.5940, -2.6354, -0.8965], [-2.1146, -1.5535, -0.4424], [-2.8067, -0.4513, -0.2342], [-4.2315, -0.4281, -0.1430], [-4.8328, 0.7626, 0.0790], [-4.0559, 1.9707, 0.2292], [-2.6923, 1.9680, 0.1518], [-1.9821, 0.7654, -0.0744], [-2.2814, -7.4949, 0.7458], [-3.1521, -7.0109, -1.5130], [-3.2759, -4.6245, -2.2702], [-1.6127, -3.3430, 1.5381], [-1.5249, -5.7157, 2.2680], [-4.8052, -1.3384, -0.2613], [-5.9120, 0.8220, 0.1363], [-4.5852, 2.9000, 0.4033], [-2.1376, 2.8913, 0.2646]], "atomic_forces_ev_per_a": [[0.15, 0.10, 0.00], [0.00, -0.04, 0.03], [0.01, -0.06, 0.08], [0.11, 0.09, 0.01], [-0.05, -0.04, -0.05], [0.35, 0.00, -0.08], [-0.19, 0.26, 0.00], [-0.58, -0.39, -0.05], [0.38, 0.00, 0.07], [-0.05, -0.06, 0.03], [0.07, 0.07, -0.01], [0.01, -0.04, -0.06], [-0.01, -0.01, 0.00], [-0.22, 0.22, -0.02], [0.13, 0.26, 0.06], [-0.06, -0.26, -0.04], [0.18, 0.15, 0.00], [-0.14, 0.32, 0.07], [0.00, 0.00, -0.02], [0.31, -0.52, -0.09], [-0.48, 0.58, 0.17], [0.24, 0.13, -0.03], [0.00, 0.02, 0.00], [0.46, 0.30, -0.01], [0.08, -0.07, -0.01], [-0.14, -0.68, -0.08], [-0.02, 0.01, 0.00], [0.00, 0.00, 0.00], [0.01, 0.00, 0.01], [-0.02, -0.01, -0.02], [-0.02, 0.03, -0.03], [-0.02, 0.01, 0.04], [-0.01, -0.01, 0.01], [-0.01, -0.01, 0.00], [0.00, 0.00, 0.00], [0.00, 0.01, 0.00], [0.04, -0.03, 0.00], [0.01, 0.00, 0.00], [-0.01, -0.01, 0.01], [0.01, -0.01, 0.00], [0.01, 0.00, 0.00], [-0.01, -0.03, -0.01], [0.02, 0.03, 0.00], [0.00, -0.01, 0.00], [-0.05, -0.02, 0.00], [-0.05, -0.02, 0.00], [0.01, 0.03, 0.00], [-0.01, 0.02, 0.00], [-0.02, -0.06, -0.08], [-0.28, 0.10, 0.16], [0.00, -0.04, 0.08], [0.01, 0.01, 0.03], [0.40, -0.36, -0.21], [-0.53, 0.72, -0.16], [0.72, -0.29, 0.22], [-0.68, 0.35, 0.11], [-0.08, -0.33, -0.05], [-0.06, -0.16, -0.02], [0.40, -0.20, -0.08], [-0.36, -0.07, 0.06], [0.00, -0.01, 0.00], [0.00, 0.00, -0.01], [0.01, -0.02, -0.01], [0.04, -0.01, -0.01], [0.01, 0.00, 0.00], [0.01, 0.00, -0.02], [0.02, 0.04, 0.00], [-0.01, 0.01, 0.00], [-0.02, 0.02, 0.01]]}



Entry 2:
{"formula": "C28H29BrCrN3O4", "method": "ωB97M-V/def2-TZVPD", "total_charge": 0, "spin_multiplicity": 2, "s_squared": 0.757, "symbols": ["Cr", "C", "N", "C", "C", "C", "N", "C", "C", "C", "C", "C", "C", "C", "O", "C", "C", "C", "N", "C", "C", "C", "C", "C", "C", "C", "O", "H", "H", "H", "H", "H", "H", "H", "H", "H", "H", "H", "H", "H", "H", "H", "H", "H", "H", "H", "H", "H", "H", "H", "H", "H", "Br", "C", "C", "C", "C", "C", "C", "C", "O", "O", "H", "H", "H", "H"], "positions_angstrom": [[-0.0563, 0.1319, 0.3572], [-0.1960, 3.1002, -0.3596], [0.5091, 2.3216, 0.6911], [1.9360, 2.7516, 0.6669], [2.9625, 1.6980, 1.0418], [2.9161, 0.4619, 0.1588], [1.8689, -0.4828, 0.5569], [2.2378, -1.7011, 0.7635], [1.3822, -2.8299, 0.9516], [1.9556, -4.0653, 1.3310], [1.1958, -5.1952, 1.4404], [-0.1808, -5.1195, 1.1335], [-0.7628, -3.9486, 0.7355], [0.0057, -2.7602, 0.6390], [-0.5717, -1.6744, 0.2368], [-0.1095, 2.7325, 1.9805], [0.4699, 2.1117, 3.2496], [0.4596, 0.5734, 3.2929], [-0.5250, 0.0784, 2.3473], [-1.6721, -0.3127, 2.7698], [-2.8003, -0.5385, 1.9153], [-3.9267, -1.2124, 2.4280], [-5.0614, -1.3630, 1.6759], [-5.0955, -0.7936, 0.3891], [-4.0294, -0.0984, -0.1210], [-2.8427, 0.0401, 0.6267], [-1.8478, 0.7246, 0.1212], [-0.0542, 4.1718, -0.1773], [-1.2536, 2.8543, -0.3357], [0.2052, 2.8277, -1.3289], [2.0396, 3.6268, 1.3187], [2.1506, 3.0969, -0.3457], [2.8785, 1.4109, 2.0911], [3.9460, 2.1625, 0.9336], [3.8825, -0.0499, 0.1677], [2.7002, 0.7480, -0.8740], [3.3114, -1.9084, 0.7570], [3.0203, -4.1006, 1.5349], [1.6397, -6.1344, 1.7384], [-0.7880, -6.0138, 1.2059], [-1.8126, -3.8857, 0.4826], [-1.1699, 2.4947, 1.9047], [-0.0249, 3.8240, 2.0616], [-0.1553, 2.4918, 4.0620], [1.4778, 2.4821, 3.4487], [0.2464, 0.2178, 4.3060], [1.4266, 0.1678, 2.9995], [-1.8200, -0.4307, 3.8480], [-3.8733, -1.6225, 3.4306], [-5.9156, -1.9001, 2.0625], [-5.9872, -0.9089, -0.2153], [-4.0438, 0.3230, -1.1165], [3.4629, 2.7301, -5.2609], [1.9571, 1.5778, -5.1757], [1.4447, 1.0458, -6.3466], [0.3426, 0.2044, -6.2685], [-0.2364, -0.0859, -5.0427], [0.2910, 0.4521, -3.8761], [1.4010, 1.2856, -3.9435], [-0.3673, 0.1257, -2.5479], [-1.4563, -0.4068, -2.5190], [0.3628, 0.4670, -1.5233], [1.8982, 1.2833, -7.2987], [-0.0664, -0.2219, -7.1754], [-1.1066, -0.7231, -4.9646], [1.8253, 1.6906, -3.0367]], "atomic_forces_ev_per_a": [[-0.06, 0.24, -0.19], [0.03, -0.02, 0.15], [-0.06, 0.12, 0.09], [-0.16, -0.06, -0.06], [0.01, 0.06, 0.07], [-0.07, -0.15, 0.02], [0.08, 0.16, -0.07], [0.01, -0.07, 0.05], [0.17, 0.00, 0.03], [-0.01, 0.06, -0.02], [-0.13, 0.02, -0.04], [0.08, -0.11, 0.05], [0.08, 0.03, 0.03], [-0.23, 0.15, 0.00], [0.12, -0.10, -0.14], [0.11, -0.08, -0.08], [-0.03, 0.05, 0.07], [-0.08, -0.11, -0.06], [0.16, -0.12, 0.08], [-0.01, 0.00, 0.01], [-0.01, -0.08, 0.23], [0.03, 0.01, -0.02], [0.06, 0.07, -0.09], [-0.10, -0.06, 0.04], [-0.03, -0.02, 0.04], [0.10, 0.12, -0.24], [-0.12, -0.03, 0.21], [-0.01, 0.01, -0.04], [0.00, 0.01, -0.02], [0.01, 0.00, -0.07], [0.04, 0.03, -0.02], [0.04, -0.11, -0.03], [0.02, -0.03, -0.01], [0.00, 0.01, -0.02], [0.01, 0.03, 0.04], [0.03, 0.01, 0.00], [-0.02, -0.05, 0.03], [0.00, 0.01, 0.01], [0.00, -0.01, 0.00], [0.00, 0.00, 0.00], [-0.01, 0.00, 0.00], [0.00, -0.02, 0.01], [-0.01, 0.00, 0.04], [0.02, 0.00, 0.01], [0.00, 0.01, -0.03], [-0.02, 0.04, 0.00], [0.02, 0.02, 0.03], [-0.04, 0.01, -0.02], [0.00, -0.01, 0.00], [-0.02, 0.00, 0.00], [0.00, 0.00, 0.00], [0.01, 0.00, 0.00], [0.04, 0.03, 0.01], [-0.04, -0.04, -0.01], [-0.01, -0.01, 0.02], [-0.02, -0.01, 0.01], [-0.02, 0.05, -0.03], [-0.07, 0.02, 0.01], [0.03, -0.03, 0.00], [0.21, 0.00, 0.00], [-0.09, -0.09, -0.07], [-0.03, -0.01, 0.01], [0.00, 0.00, 0.00], [0.00, 0.01, -0.01], [0.00, -0.01, 0.00], [-0.02, 0.02, 0.02]]}



Entry 3:
{"formula": "C28H29ClN4O6V", "method": "ωB97M-V/def2-TZVPD", "total_charge": -2, "e_above_lowest_kj_mol": 35.36, "spin_multiplicity": 4, "s_squared": 3.780, "symbols": ["V", "C", "N", "C", "C", "C", "N", "C", "C", "C", "C", "C", "C", "C", "O", "C", "C", "C", "N", "C", "C", "C", "C", "C", "C", "C", "O", "H", "H", "H", "H", "H", "H", "H", "H", "H", "H", "H", "H", "H", "H", "H", "H", "H", "H", "H", "H", "H", "H", "H", "H", "H", "O", "C", "O", "C", "C", "C", "C", "C", "C", "N", "O", "O", "H", "H", "H", "H", "Cl"], "positions_angstrom": [[0.3715, -0.0496, 0.0150], [0.1892, 0.0653, 3.1096], [-0.7205, -0.3867, 2.0283], [-2.0069, 0.3276, 2.2074], [-2.8083, 0.6160, 0.9413], [-2.2167, 1.7507, 0.0996], [-0.7660, 1.7718, 0.2071], [-0.1934, 2.9219, 0.2613], [1.1886, 3.1940, 0.5191], [1.6176, 4.5374, 0.5421], [2.8982, 4.8692, 0.8989], [3.7877, 3.8407, 1.2787], [3.4111, 2.5263, 1.2814], [2.0997, 2.1574, 0.8677], [1.7730, 0.9246, 0.8623], [-0.8985, -1.8543, 2.1715], [-1.8619, -2.4994, 1.1733], [-1.4455, -2.5261, -0.2934], [-1.1380, -1.2270, -0.9084], [-1.5138, -1.0418, -2.1140], [-1.1131, 0.0475, -2.9844], [-1.8610, 0.2395, -4.1555], [-1.5699, 1.2379, -5.0567], [-0.4705, 2.0658, -4.7942], [0.3109, 1.8794, -3.6811], [0.0369, 0.8536, -2.7376], [0.8371, 0.7059, -1.7348], [-0.2767, -0.1574, 4.0818], [0.3293, 1.1432, 3.0228], [1.1767, -0.4145, 3.0820], [-1.7860, 1.2801, 2.6943], [-2.6226, -0.2498, 2.9105], [-3.8287, 0.8906, 1.2249], [-2.8804, -0.2822, 0.3384], [-2.6176, 2.7182, 0.4295], [-2.5055, 1.6157, -0.9484], [-0.8255, 3.8133, 0.1579], [0.9078, 5.3124, 0.2674], [3.2204, 5.9028, 0.9059], [4.7969, 4.1002, 1.5803], [4.0606, 1.7173, 1.5928], [-1.2832, -2.0565, 3.1815], [0.0932, -2.2960, 2.1077], [-2.8604, -2.0634, 1.2859], [-1.9405, -3.5513, 1.4678], [-2.2056, -3.0435, -0.8908], [-0.5310, -3.1031, -0.3640], [-2.1904, -1.7775, -2.5647], [-2.6980, -0.4274, -4.3393], [-2.1644, 1.3716, -5.9509], [-0.2258, 2.8650, -5.4857], [1.1754, 2.5004, -3.4835], [2.9891, -1.8630, -1.4262], [2.2606, -2.3676, -0.5940], [1.2850, -1.7420, 0.0198], [2.3162, -3.8517, -0.2805], [3.3165, -4.6443, -0.8460], [3.2891, -6.0197, -0.6327], [2.2700, -6.6266, 0.0832], [1.2442, -5.8339, 0.6226], [1.3150, -4.4440, 0.4662], [0.1406, -6.3962, 1.2526], [0.1129, -7.6578, 1.4573], [-0.8533, -5.6335, 1.5603], [4.0890, -4.1705, -1.4361], [4.0716, -6.6405, -1.0578], [2.2251, -7.6958, 0.2315], [0.5575, -3.8545, 0.9366], [3.3539, -1.2094, 3.1759]], "atomic_forces_ev_per_a": [[-0.06, -0.54, 0.11], [-0.05, -0.03, 0.21], [0.28, -0.01, -0.20], [-0.06, 0.00, 0.02], [0.04, -0.02, -0.05], [-0.07, 0.01, 0.01], [0.10, 0.11, -0.24], [-0.03, 0.03, 0.14], [0.02, 0.05, -0.11], [0.06, -0.01, 0.00], [-0.06, 0.04, -0.03], [0.06, -0.07, 0.01], [-0.05, 0.09, 0.00], [0.02, -0.04, -0.03], [0.24, 0.26, 0.21], [-0.12, -0.01, -0.13], [-0.04, 0.02, 0.10], [-0.12, 0.06, 0.05], [-0.01, 0.00, -0.14], [0.00, 0.00, -0.02], [-0.01, -0.01, 0.01], [-0.02, 0.05, 0.00], [-0.01, -0.04, 0.01], [0.03, 0.05, 0.00], [-0.01, -0.03, -0.02], [0.05, 0.06, 0.04], [-0.20, -0.16, -0.08], [-0.01, 0.03, -0.01], [0.02, -0.01, -0.01], [-0.10, -0.09, -0.21], [0.01, -0.01, 0.00], [0.01, 0.02, 0.00], [0.00, -0.02, 0.04], [-0.06, 0.04, 0.00], [-0.02, -0.03, 0.00], [0.04, 0.00, 0.00], [-0.01, -0.01, 0.08], [-0.01, 0.00, 0.01], [0.00, 0.00, 0.00], [-0.01, 0.00, 0.01], [0.01, -0.01, 0.01], [0.02, 0.03, 0.01], [0.03, -0.02, 0.00], [0.00, -0.06, 0.02], [0.06, 0.02, -0.03], [-0.05, 0.05, 0.06], [0.02, -0.08, -0.11], [0.03, 0.00, -0.01], [-0.01, 0.00, 0.00], [-0.01, 0.00, 0.01], [0.01, -0.01, -0.01], [0.00, 0.00, 0.00], [0.08, -0.02, 0.04], [-0.06, -0.16, 0.05], [-0.14, 0.29, 0.02], [-0.01, 0.13, -0.06], [0.01, -0.01, 0.01], [0.03, 0.04, -0.05], [-0.05, -0.06, 0.07], [-0.05, -0.01, -0.02], [0.10, 0.01, -0.10], [0.00, 0.06, -0.03], [-0.01, -0.07, -0.03], [0.04, -0.04, 0.05], [0.01, -0.01, 0.00], [0.01, 0.01, 0.01], [0.01, 0.00, -0.01], [-0.06, 0.05, 0.12], [0.13, 0.06, 0.19]]}



no.,total energy (eV),molecular weight (g mol⁻¹)
1,-47895.180,708.64
2,-140633.229,603.46
3,-85964.694,603.96